C34H85N17O10 | the ωB97M-V functional and the def2-TZVPD basis

Properties
total energy = -82437.421 eV
spin multiplicity = 2
total charge = -1
expectation value of S² = 0.751
max |F| = 9.58 eV Å⁻¹

Last column: Mulliken spin population.
CARTESIAN COORDINATES (ANGSTROEM)
C  -2.04332  -3.76036  -1.47761  0.031
C  -2.58244  -2.35492  -1.41202  -0.243
C  -3.25328  -2.26569  -0.04188  0.096
C  -3.51457  -0.84941  0.48995  -0.534
C  -2.12768  -0.21449  0.78061  -0.629
C  -1.42400  -0.09349  -0.58262  -0.354
N  -1.47715  -1.30124  -1.44900  0.114
O  -0.65905  -1.45670  -2.48948  0.001
C  -1.97995  1.01258  -1.38927  0.013
C  0.07958  0.04600  -0.25421  -0.012
C  -3.67526  -2.16691  -2.48086  0.084
H  -1.84190  -3.96586  -2.52894  0.000
H  -2.83722  -4.43801  -1.16357  -0.008
H  -1.19259  -4.01039  -0.84370  0.009
H  -4.27034  -2.64341  -0.14686  0.056
H  -2.69352  -2.81984  0.71157  -0.023
H  -4.05572  -0.82682  1.43587  0.231
H  -4.18737  -0.23314  -0.10642  0.320
H  -1.53929  -0.80210  1.48532  -0.066
H  -2.20566  0.70663  1.35816  0.696
H  -1.84344  1.90583  -0.77971  -0.048
H  -1.41294  1.24097  -2.29173  0.019
H  -3.03849  0.78092  -1.50726  0.060
H  0.66495  0.26603  -1.14698  -0.010
H  0.31023  0.75503  0.54089  0.080
H  0.49847  -0.88328  0.13187  -0.006
H  -4.42291  -2.94620  -2.33311  0.019
H  -3.07893  -2.21566  -3.39196  0.016
H  -4.00025  -1.12698  -2.51288  -0.058
H  -1.29782  -1.22145  -3.16641  -0.001
C  3.63101  -0.78610  2.45992  -0.027
C  4.62235  -1.49409  1.53569  -0.005
C  4.73865  -0.51828  0.25389  0.002
C  5.68349  -0.99285  -0.74545  0.000
C  7.05241  -1.07961  -0.06218  0.000
C  7.12979  -1.96600  1.25412  0.000
N  5.96445  -1.60411  2.12660  0.001
O  5.93244  -2.16226  3.35021  0.000
C  7.11874  -3.43335  0.95438  0.000
C  8.42291  -1.48971  1.94832  0.000
C  3.95615  -2.84301  1.16088  -0.002
H  3.96117  0.22213  2.71009  -0.008
H  3.43085  -1.34828  3.37205  0.006
H  2.64849  -0.70398  1.99515  0.025
H  3.82267  -0.52146  -0.33694  0.002
H  4.83053  0.54570  0.47212  -0.001
H  5.60667  -0.40242  -1.65847  0.000
H  5.43988  -1.99107  -1.10921  0.000
H  7.44528  -0.06659  0.02461  0.000
H  7.67924  -1.67473  -0.72627  0.000
H  7.01126  -4.13033  1.78550  0.000
H  6.40684  -3.55137  0.13745  0.000
H  8.13822  -3.60031  0.60667  0.000
H  9.23249  -1.79711  1.28637  0.000
H  8.38454  -0.41757  2.14101  0.000
H  8.72861  -1.99163  2.86632  0.000
H  4.43151  -3.35048  0.32147  0.001
H  2.90182  -2.76728  0.89488  0.004
H  4.12973  -3.61945  1.90594  -0.001
H  5.76231  -3.06103  3.05888  0.000
C  2.96633  5.16620  0.67038  0.007
C  1.88487  4.67135  1.67338  -0.040
C  2.25311  5.04631  3.13026  0.013
C  1.12771  4.78985  4.24720  -0.011
C  -0.14955  5.46747  3.61488  0.030
C  -0.62397  4.97376  2.18352  -0.386
N  0.56002  5.15083  1.27382  0.091
O  0.26903  4.83183  -0.01943  -0.057
C  -1.21164  3.51898  2.18960  0.237
C  -1.70064  5.93380  1.79899  0.082
C  2.05882  3.07733  1.74344  -0.010
H  3.96339  5.06906  1.09995  0.003
H  2.94784  6.20844  0.35177  -0.011
H  2.89165  4.57299  -0.24100  0.004
H  3.15784  4.53129  3.45322  -0.007
H  2.45865  6.11510  3.18986  0.001
H  1.38075  5.08983  5.26410  -0.002
H  0.94459  3.71659  4.29881  0.025
H  -0.03657  6.53183  3.82099  0.024
H  -1.03517  5.25950  4.21532  -0.012
H  -1.48514  3.25654  1.16763  0.191
H  -0.55350  2.68235  2.42412  0.098
H  -2.12679  3.62826  2.77155  0.011
H  -1.19365  6.89796  1.83708  -0.016
H  -2.09405  5.77890  0.79433  0.041
H  -2.56331  5.91539  2.46500  -0.029
H  3.03891  2.68024  1.47912  0.000
H  1.60501  2.62402  0.86215  -0.014
H  1.71412  2.54253  2.62846  0.025
H  0.34822  5.61774  -0.56504  0.009
C  0.54894  3.65819  -3.31211  0.052
O  0.10813  2.56572  -3.73893  -0.009
N  1.60393  3.80410  -2.56411  -0.017
N  0.04112  4.78649  -3.74868  -0.012
H  2.05914  2.97104  -2.21929  0.002
H  1.91954  4.71198  -2.25385  0.004
H  -0.43481  4.94103  -4.62601  0.000
H  0.21565  5.57698  -3.14472  -0.001
C  -2.64875  1.26904  -5.53763  0.019
O  -1.86113  0.73838  -6.24679  -0.004
N  -2.39481  2.26431  -4.81328  -0.010
N  -3.84077  0.75031  -5.29192  -0.008
H  -1.42340  2.53244  -4.74579  0.004
H  -3.08002  2.62795  -4.16648  0.004
H  -4.55598  1.36222  -4.92568  -0.003
H  -4.07433  -0.08209  -5.81409  -0.001
C  -4.77634  3.45069  0.07673  1.375
O  -4.63438  4.23665  -0.86820  -0.302
N  -3.94555  3.21072  1.05115  -0.097
N  -5.83892  2.82375  0.28182  0.253
H  -3.01748  3.58809  0.92318  0.029
H  -4.31959  2.53411  1.70107  -0.283
H  -6.40091  3.10401  -0.50920  -0.089
H  -6.22230  2.41411  1.12165  -0.437
C  -3.76726  -5.42273  -4.53613  -0.001
O  -4.84748  -5.68110  -4.02297  -0.001
N  -3.59626  -4.70296  -5.56950  0.001
N  -2.73280  -5.96924  -4.16819  0.000
H  -4.36930  -4.12161  -5.86023  0.000
H  -2.69792  -4.69586  -6.03107  0.000
H  -1.94776  -5.85319  -4.79297  0.000
H  -2.80773  -6.66853  -3.44329  0.000
C  -6.25366  -3.66578  2.00294  0.290
O  -5.54228  -4.64066  2.01969  -0.038
N  -7.12305  -3.33018  1.08827  0.108
N  -6.02310  -2.61213  2.74488  0.381
H  -7.19765  -2.33316  0.94512  -0.110
H  -7.35328  -4.11895  0.50096  -0.026
H  -6.56555  -1.77632  2.57972  -0.240
H  -5.21840  -2.44168  3.33097  -0.086
C  1.30846  -5.12441  -2.18413  0.000
O  1.44499  -5.74750  -1.13302  0.000
N  1.19673  -3.85050  -2.36757  0.001
N  1.33883  -5.73644  -3.26187  0.000
H  1.62776  -3.45379  -3.19032  0.000
H  0.56051  -3.32696  -1.78342  0.000
H  0.78420  -5.25850  -3.95762  0.000
H  1.43786  -6.72841  -3.09976  0.000
C  -0.39522  -2.41050  4.71901  0.236
O  -0.22612  -3.49248  5.18472  -0.060
N  -1.44491  -2.18937  3.96924  0.088
N  0.24074  -1.33571  4.98393  -0.018
H  -2.19778  -2.85834  3.89334  -0.043
H  -1.53742  -1.27689  3.54623  -0.045
H  -0.15772  -0.54521  4.49768  -0.042
H  1.09566  -1.33848  5.52171  -0.006